The following is a DFT calculation (the ωB97M-V functional and the def2-TZVPD basis) of a molecular structure, C24H40BrCuO7P2.

Atoms and positions in Å:
Cu 0.76277 -1.42072 1.45424
Br 0.92019 -1.60565 4.13941
C -0.35552 -3.04720 4.04365
C -0.75321 -3.53762 5.25555
C -1.66618 -4.60602 5.31305
C -2.13972 -5.14427 4.15223
C -1.73661 -4.63998 2.89335
C -2.24081 -5.21422 1.70451
C -1.84566 -4.73221 0.48993
C -0.94510 -3.65115 0.41810
C -0.41155 -3.01953 1.52686
C -0.81577 -3.54837 2.79693
H -0.36313 -3.10476 6.16636
H -1.97450 -4.99106 6.27634
H -2.83606 -5.97555 4.17248
H -2.94166 -6.03771 1.78613
H -2.23029 -5.18075 -0.41988
H -0.65661 -3.30514 -0.57228
C 3.17313 2.22058 -3.43424
C 3.00734 1.27422 -2.25914
C 3.89982 1.64522 -1.09122
O 1.60554 1.34902 -1.85225
P 0.84518 -0.02425 -1.57862
O 1.52860 -1.00481 -0.72996
C -0.77265 0.59695 -1.05152
P -0.71665 1.30474 0.61722
O 0.13155 0.60877 1.58905
O -2.20423 1.31911 1.16924
C -3.45355 1.71540 0.56980
C -4.05399 0.55876 -0.21781
C -3.36246 2.98084 -0.26798
O -0.29150 2.81298 0.33395
C 0.15532 3.59129 1.48976
C 1.66219 3.47709 1.61675
C -0.29071 5.02392 1.26647
O 0.61061 -0.69729 -3.00159
C 0.05186 -0.02347 -4.14508
C 0.90560 -0.39890 -5.34336
C -1.39649 -0.45042 -4.32506
H 4.20583 2.20772 -3.78142
H 2.91714 3.23345 -3.12009
H 2.51689 1.93538 -4.25723
H 3.22024 0.24868 -2.57467
H 3.76367 2.69777 -0.84170
H 4.94455 1.48003 -1.35685
H 3.65373 1.04381 -0.21785
H -1.44791 -0.25985 -1.02165
H -1.11561 1.34531 -1.76510
H -4.08852 1.91073 1.43481
H -3.57649 0.45198 -1.19364
H -5.11612 0.74349 -0.37734
H -3.94272 -0.37270 0.33760
H -2.69265 2.84645 -1.11802
H -2.99689 3.81585 0.32541
H -4.35552 3.22815 -0.64256
H -0.31808 3.18424 2.38711
H 2.13064 3.88600 0.72046
H 1.94793 2.43228 1.73008
H 2.00735 4.03541 2.48719
H 0.10216 5.38340 0.31412
H 0.08647 5.65848 2.06776
H -1.37656 5.10200 1.24441
H 0.10721 1.05930 -3.98382
H 0.86457 -1.47739 -5.49786
H 1.94429 -0.11697 -5.16959
H 0.54701 0.10769 -6.23914
H -1.44678 -1.53615 -4.41176
H -1.80955 0.00091 -5.22692
H -2.00674 -0.14676 -3.47394
C 3.94132 -1.62166 2.35484
O 3.04084 -0.91370 1.50891
H 4.97542 -1.48826 2.02227
H 3.70625 -2.68716 2.39385
H 3.83928 -1.21008 3.35559
H 3.02227 -1.32572 0.63539

Forces on atoms 1 to 6 (eV/Å):
-0.46 -0.60 0.13
-0.24 -0.19 0.12
0.13 0.11 0.31
0.08 0.10 -0.03
-0.04 -0.06 -0.12
-0.04 -0.04 0.12

Frontier orbital gap (eV): 6.61
Net charge: 0
ΔE to the lowest compared entry with this formula, charge and spin (eV): 0.505
Total energy (eV): -173134.518
LUMO level (hartree): 0.01449
E_HOMO (eV): -6.2